(1)
DFT (the ωB97M-V functional and the def2-TZVPD basis) results for one molecule with the formula H3N3O2S at a distorted geometry.

**Total charge**: 0
**HOMO level**: -9.2589 eV
**M**: 109.1 u
**Electronic energy**: -19443.390 eV
**Gap between HOMO and LUMO**: 8.547 eV
**ΔE to the lowest compared entry with this formula, charge and spin**: 63.31 kcal per mole
**F_max**: 0.0769 hartree/bohr

XYZ file:
```
9
H3N3O2S, DFT the ωB97M-V functional and the def2-TZVPD basis
S 0.59 -0.07 3.22
O 0.63 0.06 1.26
O 0.49 -1.48 3.37
N 0.19 0.98 0.18
N 0.66 -0.52 -1.41
N 0.31 0.67 -0.98
H 2.04 0.01 3.24
H 1.15 -0.42 -2.27
H 0.79 -1.23 -0.75
```

(2)
DFT (the ωB97M-V functional and the def2-TZVPD basis) results for a 3-piece molecular cluster, C14H20F6O9Si overall at a distorted geometry.

**Total charge**: 0
**HOMO level**: -10.2187 eV
**M**: 474.4 u
**Electronic energy**: -57451.355 eV
**Gap between HOMO and LUMO**: 10.418 eV
**F_max**: 0.1041 hartree/bohr

XYZ file:
```
50
C14H20F6O9Si, DFT the ωB97M-V functional and the def2-TZVPD basis
Si -4.56 3.01 -3.25
F 2.53 -4.58 1.17
F 2.72 -5.15 3.24
F -0.72 2.91 1.18
F 1.03 2.05 0.24
F 4.43 -5.26 1.94
F 1.00 2.34 2.37
O -0.44 2.75 -2.98
O 4.61 -2.59 1.71
O 0.72 1.82 -4.73
O -0.86 0.43 2.75
O 3.24 -2.44 3.50
O -0.42 -0.28 0.65
O -1.99 0.99 -2.67
O -6.14 0.25 -2.31
O -4.49 -0.97 -3.36
C -0.36 0.57 1.50
C -5.08 0.15 -3.29
C 5.00 -1.22 1.91
C 6.08 -1.11 2.97
C 0.24 1.96 1.32
C 3.71 -3.07 2.59
C -1.75 2.22 -2.70
C 0.43 1.73 -3.50
C 3.35 -4.51 2.24
C -1.50 -0.83 3.03
C 1.07 0.53 -2.67
C -0.47 -1.88 3.40
C -2.88 3.29 -2.38
C -4.71 1.39 -4.26
H 6.92 -1.76 2.73
H -2.12 -1.15 2.19
H 5.40 -0.86 0.95
H 4.14 -0.59 2.15
H 0.20 -2.08 2.56
H -3.78 1.11 -4.87
H 0.16 -1.53 4.22
H -5.71 0.44 -1.44
H -5.59 3.03 -2.18
H 5.70 -1.44 3.95
H -4.91 4.15 -4.13
H -2.93 3.38 -1.23
H 6.43 -0.09 3.06
H -0.96 -2.81 3.70
H 0.94 0.66 -1.53
H -5.61 1.47 -4.98
H -2.48 4.31 -2.75
H 2.14 0.27 -2.97
H -2.17 -0.65 3.88
H 0.44 -0.40 -2.93
```

(3)
DFT (the ωB97M-V functional and the def2-TZVPD basis) results for C19H30N6O6S2SiW as an isolated structure at a distorted geometry.

**Total charge**: 0
**HOMO level (alpha / beta)**: -6.2078 / -7.7575 eV
**M**: 714.5 u
**Electronic energy**: -72784.961 eV
**Gap between HOMO and LUMO (alpha / beta)**: 5.651 / 5.587 eV
**ΔE to the lowest compared entry with this formula, charge and spin**: 71.52 kcal per mole
**F_max**: 0.0959 hartree/bohr
**Spin multiplicity**: 3

XYZ file:
```
65
C19H30N6O6S2SiW, DFT the ωB97M-V functional and the def2-TZVPD basis
W -0.02 0.37 0.05
S -1.05 2.78 1.77
S 1.24 2.53 -1.26
Si -2.09 -2.13 -1.01
O 0.35 -0.14 -1.70
O -1.74 0.59 1.16
O 1.40 -0.15 3.98
O -1.27 1.74 -0.62
O 0.44 -0.33 1.96
O 0.28 2.11 1.43
N -2.02 0.73 -0.15
N 2.60 0.29 2.12
N 2.47 0.84 0.81
N -0.72 -1.58 -0.09
N 1.55 -1.68 -0.03
N 0.95 0.51 -2.89
C 0.11 2.01 -5.11
C -3.46 -2.54 0.26
C -1.60 -3.64 -2.10
C 0.19 0.62 -5.18
C 0.60 -0.10 -4.09
C -1.22 4.56 3.79
C 0.37 -2.34 0.13
C 2.69 -2.38 0.06
C -1.21 3.19 4.48
C -0.42 4.36 2.52
C 1.40 -0.08 2.77
C 3.98 -1.68 -0.27
C 1.51 -4.38 0.64
C -2.66 -0.82 -2.29
C 0.84 1.90 -2.82
C 0.33 -3.70 0.48
C -1.53 2.15 3.42
C 0.44 2.64 -3.91
C 2.71 -3.72 0.39
H -0.21 3.01 4.89
H -2.24 4.85 3.53
H -3.19 -3.39 0.88
H -0.23 2.59 -5.96
H -2.59 1.94 3.35
H 4.69 -2.40 -0.67
H -0.05 0.09 -6.09
H -0.67 -3.45 -2.62
H -3.61 -1.68 0.91
H 3.80 -0.91 -1.02
H -0.52 5.16 1.79
H -0.62 -4.17 0.65
H 3.29 0.73 2.73
H 0.63 4.18 2.74
H 2.49 1.87 0.83
H 0.67 -1.18 -4.08
H -3.47 -0.22 -1.89
H -0.79 5.34 4.42
H -4.40 -2.77 -0.23
H 0.39 3.71 -3.81
H 3.65 -4.25 0.45
H -2.37 -3.80 -2.85
H -1.00 1.21 3.55
H -1.92 3.15 5.30
H -1.49 -4.56 -1.55
H -3.01 -1.28 -3.21
H 3.25 0.52 0.23
H 1.51 -5.42 0.92
H -1.84 -0.14 -2.54
H 4.41 -1.24 0.63
```

(4)
DFT (the ωB97M-V functional and the def2-TZVPD basis) results for C3H9N as an isolated structure at a distorted geometry.

**Total charge**: 0
**HOMO level**: -8.7230 eV
**M**: 59.1 u
**Electronic energy**: -4743.433 eV
**Gap between HOMO and LUMO**: 9.698 eV
**ΔE to the lowest compared entry with this formula, charge and spin**: 84.78 kcal per mole
**F_max**: 0.1004 hartree/bohr

XYZ file:
```
13
C3H9N, DFT the ωB97M-V functional and the def2-TZVPD basis
N -0.70 -0.71 0.29
C 0.63 -0.65 -0.32
C -1.71 0.36 -0.12
C 1.49 0.44 0.06
H 1.08 1.46 0.02
H 1.12 -1.66 0.03
H 0.39 -0.82 -1.40
H -0.51 -0.73 1.25
H -1.09 1.45 -0.56
H -2.43 0.50 1.04
H 1.74 0.22 1.21
H -2.48 -0.26 -1.11
H 2.47 0.40 -0.40
```

(5)
DFT (the ωB97M-V functional and the def2-TZVPD basis) results for a 8-piece molecular cluster, C25H45N8O9 overall at a distorted geometry.

**Total charge**: +1
**HOMO level**: -10.0003 eV
**M**: 601.7 u
**Electronic energy**: -56966.259 eV
**Gap between HOMO and LUMO**: 4.522 eV
**ΔE to the lowest compared entry with this formula, charge and spin**: 65.57 kcal per mole
**F_max**: 0.3096 hartree/bohr

XYZ file:
```
87
C25H45N8O9, DFT the ωB97M-V functional and the def2-TZVPD basis
O 1.94 4.71 1.57
O -0.77 3.94 -2.87
O 0.61 4.74 -4.45
O 2.80 -0.76 -0.95
O -5.49 -3.27 -0.07
O -4.34 -2.44 1.54
O 2.07 -0.05 -2.90
O -1.12 -0.22 -0.06
O 1.58 3.15 0.14
N 1.10 -5.67 -1.79
N -1.13 0.23 -5.39
N -4.49 -3.17 0.62
N 0.04 3.82 -3.69
N -1.24 0.51 0.97
N 4.16 -0.18 4.37
N 1.93 4.35 0.45
N 2.73 -0.90 -2.21
C 3.15 1.92 4.06
C -2.36 0.45 -4.74
C 2.62 5.13 -0.62
C -2.34 1.42 0.97
C 2.31 -5.20 -1.32
C -2.35 2.50 2.09
C -1.09 -1.14 2.76
C -0.31 -0.64 -4.71
C -0.09 -4.96 -1.69
C -0.35 0.17 2.23
C 1.05 -0.18 1.82
C 1.81 -4.13 -0.40
C 3.43 -0.05 5.50
C 4.10 0.89 3.40
C -0.32 1.34 3.12
C -3.68 0.75 1.01
C -3.56 -4.42 0.56
C -1.06 -1.18 -3.50
C 0.82 2.54 -3.72
C -2.40 -0.44 -3.42
C -1.68 1.91 3.35
C -2.48 2.16 -0.49
C 3.04 -2.17 -2.78
C 0.31 -3.93 -0.63
C 2.70 1.37 5.37
H -1.17 -1.94 2.17
H -3.89 -0.07 0.33
H 2.30 5.12 -1.65
H 1.68 -0.26 2.67
H 4.51 0.98 2.39
H 1.09 -1.01 1.10
H -0.26 -3.36 -0.23
H 2.84 2.69 3.56
H 0.51 1.84 -2.94
H 0.55 1.98 -4.71
H 0.15 2.07 2.73
H 2.21 -2.75 -2.52
H 4.62 -1.01 4.00
H -2.73 -4.16 0.36
H -3.47 -4.76 1.39
H -3.05 1.29 -5.12
H 0.30 1.11 3.95
H 0.88 -0.78 -5.21
H -0.97 0.56 -6.30
H -4.51 1.34 0.96
H -2.01 -1.10 3.23
H 3.28 -5.44 -1.38
H 3.09 -1.90 -3.85
H 3.58 5.08 -0.35
H -3.03 3.01 -0.49
H -3.23 2.82 2.18
H -1.15 -5.23 -2.09
H -1.64 2.67 4.23
H -3.82 -5.05 -0.19
H -1.67 3.34 1.68
H 2.37 -3.57 0.36
H -2.62 1.45 -1.26
H 3.52 -0.89 6.15
H -3.69 0.15 1.99
H -2.48 1.21 3.65
H -3.04 -0.24 -2.75
H -0.59 -1.25 3.71
H 1.94 1.85 6.15
H -1.53 2.60 -0.86
H 2.21 6.16 -0.45
H 1.54 0.54 1.25
H -0.90 -1.83 -2.85
H 1.88 2.85 -3.78
H 0.78 -6.57 -2.43
H 4.00 -2.43 -2.23
```

(6)
DFT (the ωB97M-V functional and the def2-TZVPD basis) results for a 7-piece molecular cluster, C14H42O7S7 overall at a distorted geometry.

**Total charge**: 0
**HOMO level**: -7.9584 eV
**M**: 547.0 u
**Electronic energy**: -105369.635 eV
**Gap between HOMO and LUMO**: 7.952 eV
**ΔE to the lowest compared entry with this formula, charge and spin**: 76.34 kcal per mole
**F_max**: 0.0670 hartree/bohr

XYZ file:
```
70
C14H42O7S7, DFT the ωB97M-V functional and the def2-TZVPD basis
S -14.76 -22.76 -33.30
S -21.08 -23.84 -26.14
S -17.58 -20.48 -26.84
S -10.87 -27.57 -26.48
S -11.34 -20.47 -27.32
S -15.20 -25.38 -27.78
S -10.27 -23.44 -30.59
O -10.92 -21.80 -27.96
O -9.31 -23.93 -31.72
O -19.55 -24.11 -26.19
O -11.95 -28.46 -25.85
O -15.24 -25.69 -29.29
O -13.25 -22.66 -33.62
O -16.11 -20.79 -27.16
C -21.40 -22.10 -25.65
C -11.69 -24.58 -30.75
C -10.50 -20.43 -25.65
C -18.53 -21.02 -28.34
C -16.09 -23.79 -27.52
C -9.28 -28.55 -26.25
C -13.48 -24.79 -27.45
C -13.10 -20.65 -26.87
C -15.73 -21.41 -34.17
C -10.89 -27.77 -28.27
C -11.23 -22.09 -31.45
C -15.07 -22.42 -31.49
C -21.69 -24.79 -24.70
C -17.92 -18.63 -27.05
H -10.84 -21.23 -24.98
H -18.08 -21.90 -28.79
H -19.01 -18.55 -27.11
H -13.77 -20.57 -27.74
H -11.00 -28.82 -28.55
H -10.99 -19.58 -25.18
H -9.51 -29.61 -26.30
H -16.79 -21.66 -34.16
H -13.57 -24.43 -26.43
H -15.68 -23.28 -26.65
H -12.72 -25.57 -27.45
H -15.42 -21.20 -35.19
H -13.36 -21.62 -26.45
H -9.43 -20.28 -25.61
H -16.05 -22.58 -31.06
H -12.01 -21.64 -30.84
H -22.46 -21.90 -25.51
H -11.85 -24.85 -31.79
H -11.49 -22.41 -32.46
H -10.52 -21.27 -31.54
H -13.23 -24.02 -28.18
H -11.66 -27.14 -28.71
H -9.96 -27.48 -28.75
H -22.68 -24.50 -24.37
H -12.59 -24.08 -30.38
H -17.54 -18.02 -26.24
H -14.44 -22.96 -30.77
H -8.88 -28.26 -25.27
H -21.11 -24.69 -23.78
H -8.57 -28.32 -27.04
H -11.49 -25.53 -30.25
H -15.69 -20.55 -33.51
H -20.87 -21.81 -24.74
H -17.12 -24.01 -27.27
H -17.65 -18.23 -28.03
H -21.09 -21.37 -26.40
H -15.87 -23.18 -28.40
H -13.38 -19.87 -26.17
H -18.34 -20.32 -29.16
H -21.78 -25.82 -25.07
H -19.61 -21.05 -28.16
H -14.74 -21.44 -31.17
```

(7)
DFT (the ωB97M-V functional and the def2-TZVPD basis) results for a 2-piece molecular cluster, C3H2O3 overall at a distorted geometry.

**Total charge**: 0
**HOMO level**: -10.2847 eV
**M**: 86.0 u
**Electronic energy**: -9282.434 eV
**Gap between HOMO and LUMO**: 10.575 eV
**ΔE to the lowest compared entry with this formula, charge and spin**: 71.31 kcal per mole
**F_max**: 0.0630 hartree/bohr

XYZ file:
```
8
C3H2O3, DFT the ωB97M-V functional and the def2-TZVPD basis
O 0.83 -2.35 3.05
O 2.64 -0.92 2.70
O 0.19 -0.13 1.69
C -0.72 -0.98 1.23
C 0.14 -0.27 0.30
C 1.75 -1.64 2.83
H 0.96 -0.85 -0.06
H -0.23 0.53 -0.19
```

(8)
DFT (the ωB97M-V functional and the def2-TZVPD basis) results for one molecule with the formula BrClFHSi at a distorted geometry.

**Total charge**: 0
**HOMO level**: -10.6723 eV
**M**: 163.4 u
**Electronic energy**: -93179.993 eV
**Gap between HOMO and LUMO**: 11.120 eV
**ΔE to the lowest compared entry with this formula, charge and spin**: 11.37 kcal per mole
**F_max**: 0.0976 hartree/bohr

XYZ file:
```
5
BrClFHSi, DFT the ωB97M-V functional and the def2-TZVPD basis
Br 1.74 -1.22 -0.40
Cl -0.10 1.80 -0.76
Si -0.18 0.10 0.09
F -0.39 0.06 1.73
H -1.07 -0.73 -0.67
```